(1)
ORCA calculation (ωB97M-V with the def2-TZVPD basis set) on a single C5H8O molecule.

## Properties
SMILES = C[C@@H]1CC=CO1
HOMO energy = -8.32 eV

```
! wB97M-V def2-TZVPD RIJCOSX def2/J DEFGRID3
* xyz 0 1
C 0.45 -1.73 0.08
H -1.58 -2.15 -0.50
O 1.28 -0.67 0.27
H 0.94 -2.69 0.09
C -0.72 -0.03 -0.82
C -0.79 -1.45 -0.30
H -0.08 2.43 0.54
H -0.57 -0.12 -1.90
C 0.55 0.52 -0.15
H -1.61 0.57 -0.64
H 1.16 1.71 1.57
H -0.52 1.12 1.65
C 0.27 1.49 0.98
H 1.22 1.00 -0.87
*
```

***

(2)
ORCA calculation (ωB97M-V with the def2-TZVPD basis set) on a single C5H8O molecule.

## Properties
SMILES = C#CCOCC
HOMO energy = -9.88 eV

```
! wB97M-V def2-TZVPD RIJCOSX def2/J DEFGRID3
* xyz 0 1
H 1.66 -0.68 0.19
C 1.08 -2.52 -2.28
C 0.68 -1.14 -0.04
C -1.45 1.70 0.80
H 0.43 -1.81 0.80
C 0.82 -1.90 -1.28
C -0.35 0.68 0.98
H 1.33 -3.05 -3.17
H -0.54 0.07 1.88
O -0.31 -0.14 -0.17
H -1.27 2.31 -0.09
H -1.50 2.37 1.67
H -2.42 1.21 0.68
H 0.62 1.18 1.11
*
```

***

(3)
ORCA calculation (ωB97M-V with the def2-TZVPD basis set) on a single C5H8O molecule at a distorted geometry.

## Properties
SMILES = CC#CCOC
HOMO energy = -9.22 eV

```
! wB97M-V def2-TZVPD RIJCOSX def2/J DEFGRID3
* xyz 0 1
C 1.19 1.45 -0.17
H -0.56 -3.01 0.91
H 1.70 2.19 -0.80
C -0.42 -0.96 -1.31
C -0.48 -1.96 1.15
H 1.79 0.53 -0.09
C -0.23 0.41 -1.82
C -0.43 -1.39 -0.17
H 1.11 1.87 0.84
H -1.12 0.71 -2.40
O -0.13 1.26 -0.70
H -1.37 -1.61 1.69
H 0.63 0.42 -2.51
H 0.43 -1.77 1.72
*
```

***

(4)
ORCA calculation (ωB97M-V with the def2-TZVPD basis set) on C5H8O as an isolated structure.

## Properties
HOMO energy = -8.46 eV

```
! wB97M-V def2-TZVPD RIJCOSX def2/J DEFGRID3
* xyz 0 1
C -0.41 -1.25 0.73
O 1.37 1.34 0.66
C 0.02 -1.04 -0.71
H 0.40 0.83 -1.79
H -0.40 2.20 0.31
H 1.74 0.46 0.77
H -0.52 -2.27 1.08
C 0.05 1.21 0.28
C -0.23 0.44 -0.98
H 1.07 -1.31 -0.85
H -1.28 0.60 -1.26
H -0.55 -1.68 -1.40
C -0.64 -0.29 1.61
H -0.66 0.86 1.46
*
```

***

(5)
ORCA calculation (ωB97M-V with the def2-TZVPD basis set) on a single C5H8O molecule.

## Properties
SMILES = CC#CCCO
HOMO energy = -9.41 eV

```
! wB97M-V def2-TZVPD RIJCOSX def2/J DEFGRID3
* xyz 0 1
C 0.33 -1.16 0.27
C -0.94 -0.84 -0.44
H -2.34 0.80 -0.32
H 3.20 0.54 0.20
H -2.60 -0.44 0.93
C 1.38 -0.56 0.13
H -1.51 -1.69 -0.83
C 2.27 0.47 -0.36
O -1.12 0.97 1.27
H -0.52 -0.35 -1.33
H -0.54 0.41 1.81
H 2.50 0.30 -1.42
C -1.83 0.13 0.38
H 1.73 1.42 -0.27
*
```

***

(6)
ORCA calculation (ωB97M-V with the def2-TZVPD basis set) on a single C5H8O molecule.

## Properties
SMILES = CC(=O)C1CC1
HOMO energy = -9.67 eV

```
! wB97M-V def2-TZVPD RIJCOSX def2/J DEFGRID3
* xyz 0 1
C 0.30 -0.42 -0.47
C 1.61 0.19 -0.88
H 1.39 0.29 1.34
C 1.47 -0.39 0.49
C -0.78 0.56 -0.09
H -2.87 0.17 -0.19
C -2.05 0.02 0.53
H 1.60 1.27 -0.97
O -0.64 1.75 -0.24
H -1.99 -1.04 0.83
H 1.98 -1.33 0.71
H -2.26 0.65 1.39
H 2.24 -0.33 -1.58
H 0.00 -1.39 -0.87
*
```

***

(7)
ORCA calculation (ωB97M-V with the def2-TZVPD basis set) on a single C5H8O molecule.

## Properties
SMILES = C/C=C\C=C/O
HOMO energy = -8.79 eV

```
! wB97M-V def2-TZVPD RIJCOSX def2/J DEFGRID3
* xyz 0 1
C 1.81 -0.26 0.72
H 1.89 0.30 -1.28
O 1.23 -0.30 1.94
C 1.32 0.35 -0.36
H -2.38 -1.16 0.10
H 0.39 0.19 1.87
C -1.52 -0.88 -0.51
C 0.04 1.11 -0.35
H -2.04 1.27 -0.36
H -1.77 -1.09 -1.56
H 0.13 2.20 -0.32
C -1.19 0.58 -0.37
H -0.67 -1.51 -0.24
H 2.75 -0.81 0.72
*
```

***

(8)
ORCA calculation (ωB97M-V with the def2-TZVPD basis set) on a single C5H8O molecule.

## Properties
SMILES = C[C@H]1C[C@H]2O[C@@H]12
HOMO energy = -9.80 eV

```
! wB97M-V def2-TZVPD RIJCOSX def2/J DEFGRID3
* xyz 0 1
H 1.19 1.79 0.21
H 0.70 0.74 1.58
C -1.74 0.13 0.28
H 2.69 -0.46 -0.30
C 0.84 0.79 0.49
C 0.46 -0.95 -0.73
H -2.46 -0.30 -0.43
O 0.98 -1.56 0.45
H -2.13 1.11 0.59
H -1.70 -0.51 1.16
H 0.37 -1.57 -1.61
C -0.37 0.28 -0.36
H -0.44 0.90 -1.26
C 1.64 -0.39 -0.05
*
```

***

(9)
ORCA calculation (ωB97M-V with the def2-TZVPD basis set) on a single C5H8O molecule.

## Properties
SMILES = C#CC(C)(C)O
HOMO energy = -10.18 eV

```
! wB97M-V def2-TZVPD RIJCOSX def2/J DEFGRID3
* xyz 0 1
C -0.18 -0.15 0.06
C 0.19 -1.22 -0.96
C -0.89 1.03 -0.61
H 2.64 0.89 2.29
O -1.07 -0.78 0.98
H 0.79 -2.00 -0.49
H -0.73 -1.67 -1.34
H -1.14 -0.20 1.75
H -0.30 1.45 -1.44
C 1.00 0.30 0.83
H -1.85 0.67 -1.00
H 0.75 -0.79 -1.79
C 1.87 0.63 1.60
H -1.08 1.83 0.11
*
```

***

(10)
ORCA calculation (ωB97M-V with the def2-TZVPD basis set) on a single C5H8O molecule.

## Properties
SMILES = C1CC12COC2
HOMO energy = -9.48 eV

```
! wB97M-V def2-TZVPD RIJCOSX def2/J DEFGRID3
* xyz 0 1
O -0.50 -0.46 1.98
H 1.14 0.86 1.83
H 1.51 -0.84 1.45
C -1.21 -0.35 0.74
H -0.41 -1.09 -1.75
C 0.38 -0.48 -1.32
H -0.77 1.45 -1.50
H -2.03 0.38 0.79
H -1.60 -1.30 0.37
C 0.75 -0.06 1.38
H 1.39 -0.82 -1.54
C 0.16 1.00 -1.15
H 1.03 1.64 -1.26
C 0.06 0.08 0.02
*
```

***

(11)
ORCA calculation (ωB97M-V with the def2-TZVPD basis set) on a single C5H8O molecule.

## Properties
SMILES = C#CC[C@@H](C)O
HOMO energy = -9.99 eV

```
! wB97M-V def2-TZVPD RIJCOSX def2/J DEFGRID3
* xyz 0 1
H 0.84 -1.73 0.05
C 0.29 0.73 0.51
H 0.06 1.45 -0.30
O 0.01 -1.55 -0.40
C -0.63 -0.50 0.29
C 2.86 0.36 0.00
H 3.87 0.29 -0.35
H -2.53 -0.85 -0.73
H 0.05 1.23 1.46
H -1.39 0.25 -1.54
H -2.31 0.81 -0.13
C -1.80 -0.05 -0.57
H -1.01 -0.88 1.26
C 1.71 0.47 0.35
*
```

***

(12)
ORCA calculation (ωB97M-V with the def2-TZVPD basis set) on a single C5H8O molecule.

## Properties
HOMO energy = -8.66 eV

```
! wB97M-V def2-TZVPD RIJCOSX def2/J DEFGRID3
* xyz 0 1
C -1.36 0.33 -0.46
C -0.71 0.85 0.78
H -0.38 -0.68 -2.18
H 1.49 1.13 0.57
H -0.80 1.93 0.61
H 0.27 0.90 -1.68
H -1.06 -1.65 -0.08
H 1.64 -1.15 -0.55
C -0.17 -0.04 -1.32
C 0.76 0.35 0.83
O -0.14 -1.81 0.22
H -1.27 0.64 1.70
H 1.04 -0.07 1.80
C 0.68 -0.73 -0.25
*
```

***

(13)
ORCA calculation (ωB97M-V with the def2-TZVPD basis set) on a single C5H8O molecule at a distorted geometry.

## Properties
SMILES = C#CC[C@@H](C)O
HOMO energy = -10.04 eV

```
! wB97M-V def2-TZVPD RIJCOSX def2/J DEFGRID3
* xyz 0 1
H -3.12 -1.13 -1.50
H -0.77 -0.08 1.65
C -0.59 -0.25 0.60
C -1.82 0.03 -0.12
H 1.81 0.07 1.61
H 2.65 0.69 0.14
H 0.34 1.62 0.36
O 0.57 0.56 -1.40
C -2.64 -0.62 -0.72
H 1.96 -0.96 0.16
C 0.53 0.59 0.01
H -0.43 -1.33 0.46
C 1.84 0.07 0.51
H -0.32 0.73 -1.75
*
```

***

(14)
ORCA calculation (ωB97M-V with the def2-TZVPD basis set) on a single C5H8O molecule.

## Properties
HOMO energy = -8.17 eV

```
! wB97M-V def2-TZVPD RIJCOSX def2/J DEFGRID3
* xyz 0 1
H -1.38 -2.35 0.14
C 0.12 -1.16 0.33
H 1.40 0.24 1.38
C -0.70 -0.20 -0.43
H 0.32 1.71 -2.73
H -0.08 -0.21 2.26
H -1.36 1.70 -0.96
C 0.72 -0.58 1.61
H 1.26 -1.36 2.15
H -0.18 3.02 -1.51
O -0.58 -2.35 0.68
C -0.43 1.00 -0.83
H 0.95 -1.43 -0.35
C -0.05 1.97 -1.74
*
```

***

(15)
ORCA calculation (ωB97M-V with the def2-TZVPD basis set) on C5H8O as an isolated structure.

## Properties
HOMO energy = -9.21 eV

```
! wB97M-V def2-TZVPD RIJCOSX def2/J DEFGRID3
* xyz 0 1
H 1.81 0.12 -0.98
C -0.31 0.75 1.61
O -1.29 0.19 -0.55
H -0.27 1.83 1.41
C 0.79 -0.19 -0.82
H 1.26 -1.54 0.80
H -0.72 -0.24 -2.54
H 0.46 0.49 2.34
H -0.12 -2.22 -0.21
C 0.44 -1.34 0.10
H -0.22 1.36 -1.89
C -0.19 -0.03 0.34
H -1.29 0.53 2.05
C -0.37 0.30 -1.65
*
```

***

(16)
ORCA calculation (ωB97M-V with the def2-TZVPD basis set) on a 2-piece molecular cluster, C5H8O overall at a distorted geometry.

## Properties
HOMO energy = -8.46 eV

```
! wB97M-V def2-TZVPD RIJCOSX def2/J DEFGRID3
* xyz 0 1
C -1.44 0.43 0.34
H -0.58 -1.61 0.18
H 1.17 1.47 -1.16
H -1.93 -1.07 -1.31
C -0.29 1.09 0.52
H 0.48 -1.22 0.55
H 1.95 0.17 1.14
C -1.19 -0.54 -0.72
H -2.30 0.37 0.99
C 0.69 0.68 -0.55
O -0.12 -0.10 -1.45
C 1.44 -0.33 0.30
H 0.03 1.66 1.39
H 2.09 -1.00 -0.24
*
```

***

(17)
ORCA calculation (ωB97M-V with the def2-TZVPD basis set) on a single C5H8O molecule.

## Properties
SMILES = C=C(C)CC=O
HOMO energy = -9.31 eV

```
! wB97M-V def2-TZVPD RIJCOSX def2/J DEFGRID3
* xyz 0 1
H -1.12 -0.68 1.56
C 0.48 0.09 0.30
H 1.14 2.09 0.48
H 1.97 0.45 -1.21
H -0.29 1.60 1.54
C -1.80 -0.12 -0.40
O -2.11 1.04 -0.34
C 0.47 1.31 0.82
H 2.30 -0.97 -0.20
H -2.22 -0.77 -1.20
C 1.50 -0.40 -0.70
H 1.06 -1.06 -1.46
C -0.76 -0.76 0.52
H -0.63 -1.82 0.29
*
```

***

(18)
ORCA calculation (ωB97M-V with the def2-TZVPD basis set) on a single C5H8O molecule at a distorted geometry.

## Properties
SMILES = C1=CCOCC1
HOMO energy = -9.29 eV

```
! wB97M-V def2-TZVPD RIJCOSX def2/J DEFGRID3
* xyz 0 1
C -1.23 0.26 -0.58
H 0.16 0.58 -2.18
H 0.22 0.03 2.11
C -1.13 -0.43 0.54
H 2.26 -0.15 0.77
H 1.41 -1.02 -0.53
C -0.08 1.02 -1.19
H -2.02 -0.93 0.92
H 0.29 -1.65 1.54
H -0.32 2.08 -1.37
O 1.06 1.02 -0.36
H -2.12 0.03 -1.13
C 0.19 -0.61 1.22
C 1.30 -0.24 0.25
*
```

***

(19)
ORCA calculation (ωB97M-V with the def2-TZVPD basis set) on a single C5H8O molecule.

## Properties
SMILES = C[C@H]1CCC1=O
HOMO energy = -9.41 eV

```
! wB97M-V def2-TZVPD RIJCOSX def2/J DEFGRID3
* xyz 0 1
H -1.43 -0.15 1.64
C 0.34 1.00 -1.35
O 1.57 1.75 0.70
C -0.53 -0.77 1.57
C -0.43 -0.30 -1.01
H -0.28 1.89 -1.49
H -0.87 -1.81 1.47
C 0.91 0.96 0.07
H -1.50 -0.11 -0.88
H 0.02 -0.69 2.51
C 0.31 -0.43 0.35
H -0.30 -1.14 -1.69
H 1.14 -1.14 0.27
H 1.07 0.94 -2.16
*
```

***

(20)
ORCA calculation (ωB97M-V with the def2-TZVPD basis set) on a single C5H8O molecule.

## Properties
SMILES = C=C(C)CC=O
HOMO energy = -9.49 eV

```
! wB97M-V def2-TZVPD RIJCOSX def2/J DEFGRID3
* xyz 0 1
C 0.17 -0.01 -1.63
H 0.81 -0.73 -2.15
H -0.25 -2.05 1.18
H 0.72 0.94 -1.57
C -0.20 -0.49 -0.25
O 1.58 0.82 1.43
H 0.50 -2.48 -0.47
C 0.02 -1.74 0.17
H -0.72 0.16 -2.24
H -1.34 1.31 0.20
H -1.31 0.13 1.50
C -0.70 0.56 0.69
C 0.47 1.28 1.35
H 0.24 2.28 1.78
*
```

***

Calculated LUMO (Ha), listed in the same order as above: 0.0390, 0.0383, 0.0354, 0.0326, 0.0355, 0.0399, 0.0358, 0.0426, 0.0352, 0.0398, 0.0355, -0.0095, 0.0281, 0.0014, 0.0403, 0.0342, 0.0309, 0.0402, 0.0344, 0.0358